[1]
C3H7NOSn | ωB97M-V/def2-TZVPD

Positions of all 13 atoms, in Å:
Sn  -2.78158  0.09863  -3.21679
C  1.26359  0.27362  -1.30464
C  0.10628  0.00482  -0.40956
O  -0.97992  -0.19217  -1.01633
N  0.28922  -0.05407  0.91710
C  -0.74649  -0.25155  1.93310
H  1.81742  1.18359  -1.07371
H  0.91163  0.33255  -2.33457
H  2.02817  -0.50094  -1.24489
H  1.22905  -0.05612  1.28700
H  -0.30820  -0.31113  2.92932
H  -1.36131  -1.09274  1.61292
H  -1.46784  0.56551  1.92104

**Energy relative to the best compared isomer or geometry (same formula, charge and spin)**: 1.4078 eV
**Largest force on an atom**: 0.0591 hartree/bohr
**LUMO level**: -12.40 eV
**Charge**: +2
**Energy**: -462.05643 a.u.
**Kohn-Sham gap**: 4.9 eV
**E_HOMO**: -17.31 eV


[2]
C5H9NO2 | ωB97M-V/def2-TZVPD

Positions of all 17 atoms, in Å:
C  -1.63188  1.14280  -0.74758
C  -0.73555  -0.73296  0.42565
O  -1.69449  -0.80414  1.45939
O  -0.96859  -1.81739  -0.41101
N  -0.47944  0.45966  -0.18518
H  -1.60237  0.02646  1.94517
H  -0.78158  -2.66985  0.00438
H  -2.20557  0.49860  -1.43044
H  -1.28180  1.98719  -1.34572
H  -2.33275  1.51429  0.01317
C  2.39105  0.58667  -0.58704
C  1.41346  -0.09087  0.25075
C  0.88373  -0.91610  1.05331
H  3.36170  0.62559  -0.07711
H  2.06502  1.60453  -0.80696
H  2.52549  0.04075  -1.52408
H  1.07358  -1.45524  1.96331

**Energy relative to the best compared isomer or geometry (same formula, charge and spin)**: 5.4784 eV
**Largest force on an atom**: 0.0651 hartree/bohr
**LUMO level**: 0.52 eV
**Energy**: -400.97543 a.u.
**Kohn-Sham gap**: 8.2 eV
**E_HOMO**: -7.69 eV


[3]
C11H30ClI2LaN2P2S | ωB97M-V/def2-TZVPD

Positions of all 50 atoms, in Å:
I  -1.65990  -1.01462  -0.22625
I  -0.60960  -0.10251  2.09555
La  2.05775  0.96225  -1.80761
P  2.12063  -1.73009  -0.03662
C  1.17374  -2.83245  1.12151
C  2.47529  -3.14026  -1.18387
H  3.12706  -3.89822  -0.72337
H  4.03884  -2.68589  1.13674
H  2.93078  -2.73230  -2.09142
H  4.42678  -1.09888  0.35976
H  0.33316  -3.29183  0.58381
H  1.50766  -3.61088  -1.41552
C  3.68193  -1.66667  0.93312
H  1.82095  -3.63023  1.52026
H  3.46591  -1.15521  1.88184
H  0.77936  -2.28624  2.00385
P  -0.55164  2.37698  -1.33582
C  -2.19899  2.56638  -0.57724
C  -0.00984  4.11645  -0.99945
H  -0.31614  2.65645  -3.75787
H  -1.75180  3.56205  -3.05674
H  -1.83030  1.79913  -3.29095
C  -1.15842  2.63313  -3.05085
H  0.98281  4.29744  -1.44789
H  -0.77101  4.82766  -1.38372
H  -2.57919  3.52696  -0.99266
H  -2.16673  2.61397  0.52909
H  0.04940  4.21430  0.09960
H  -2.91895  1.79564  -0.90798
Cl  3.86687  1.78117  -3.26984
C  -3.74780  -3.39761  1.94616
N  -3.91638  -2.66141  3.17890
C  -3.72506  -3.35339  4.46751
C  -3.63209  -1.34478  3.04103
S  -3.69106  -0.55609  1.49203
N  -3.63881  -0.58523  4.21820
C  -5.05118  -0.41369  4.62306
C  -2.98960  0.76238  4.13853
H  -4.13086  -4.41977  2.00411
H  -2.67551  -3.44615  1.72385
H  -4.22997  -2.79153  1.15676
H  -3.83835  -2.58097  5.22926
H  -4.45994  -4.15844  4.58624
H  -2.72423  -3.80098  4.55544
H  -4.98141  0.08108  5.59783
H  -5.57137  0.21956  3.86793
H  -5.54552  -1.38980  4.70571
H  -1.91598  0.59617  3.88911
H  -3.39627  1.47568  3.38205
H  -3.12777  1.29547  5.10196

**Energy relative to the best compared isomer or geometry (same formula, charge and spin)**: 1.3354 eV
**Largest force on an atom**: 0.0504 hartree/bohr
**LUMO level (alpha / beta)**: -7.83 / -7.80 eV
**Charge**: +2
**Energy**: -2714.09830 a.u.
**Kohn-Sham gap (alpha / beta)**: 4.4 / 4.7 eV
**E_HOMO (alpha / beta)**: -12.27 / -12.52 eV


[4]
C29H46FN2O13 | ωB97M-V/def2-TZVPD

Positions of all 91 atoms, in Å:
C  -5.09501  0.44358  -0.14795
O  -5.67646  -0.63740  -0.88122
C  -4.71323  -1.66976  -1.15274
C  -5.20953  -3.08386  -0.60184
C  -4.40533  -3.39713  0.75468
C  -3.26568  -4.41471  0.37433
C  -2.05924  -4.41369  1.40529
N  -1.79845  -3.22322  1.94663
N  -0.77838  -3.17070  2.77215
C  -0.43843  -1.83604  3.35497
C  0.48124  -1.11095  2.29558
C  1.01027  0.20432  2.61966
C  1.88299  0.87978  1.66780
C  2.24927  0.30111  0.36639
C  1.67796  -1.01656  0.04478
C  1.95938  -1.71830  -1.33529
C  0.81628  -1.72234  1.00584
C  -0.05839  -4.27617  3.03476
C  -0.26049  -5.62904  2.54923
C  -1.41356  -5.73015  1.60474
F  -1.75210  -6.87615  1.01798
H  -4.14900  0.81210  -0.64544
H  -4.87612  0.09448  0.90577
H  -5.75920  1.34326  -0.07119
H  -4.55972  -1.77561  -2.26817
H  -3.73465  -1.35747  -0.70286
H  -6.29643  -2.92171  -0.35432
H  -5.08435  -3.89696  -1.35694
H  -4.04096  -2.40860  1.12073
H  -5.13580  -3.80340  1.50687
H  -3.70017  -5.45433  0.37907
H  -2.87600  -4.17252  -0.64602
H  -1.40744  -1.26639  3.34939
H  0.02466  -1.91855  4.36413
H  0.76934  0.72329  3.57241
H  2.28265  1.88398  1.96306
H  2.92327  0.82105  -0.35275
H  2.49686  -1.04924  -2.04973
H  0.95424  -1.95912  -1.78322
H  2.48082  -2.69546  -1.16163
H  0.43312  -2.72401  0.68586
H  0.81589  -4.13102  3.72176
H  0.37817  -6.50371  2.80539
C  4.57559  6.17673  -2.35301
O  4.30276  4.81593  -2.01197
C  5.12368  4.30600  -1.09030
O  6.03229  4.88261  -0.55183
O  4.75864  3.03516  -0.86473
C  5.56055  2.35890  0.10516
H  3.84956  6.47893  -3.10533
H  4.46185  6.82224  -1.48145
H  5.57573  6.27424  -2.77628
H  5.49144  2.85206  1.07520
H  6.59857  2.30209  -0.22385
H  5.17420  1.34572  0.20619
C  1.27047  5.57086  4.88045
O  2.01614  6.23887  3.86469
C  3.16290  5.63264  3.53488
O  3.58615  4.60974  4.01420
O  3.75444  6.35742  2.58191
C  5.00253  5.82790  2.12794
H  0.36798  6.15188  5.06176
H  0.98040  4.57188  4.55139
H  1.84255  5.51938  5.80748
H  4.86438  4.84097  1.69121
H  5.72476  5.79020  2.94446
H  5.38516  6.49438  1.35885
C  -5.79806  2.35036  -3.64583
O  -6.46386  3.56831  -3.97030
C  -6.35879  4.51514  -3.03049
O  -5.76980  4.41022  -1.98382
O  -7.02054  5.59561  -3.45506
C  -6.99366  6.69546  -2.54506
H  -5.94851  1.65893  -4.47311
H  -4.72659  2.51742  -3.52545
H  -6.22264  1.90815  -2.74341
H  -5.97016  7.03422  -2.38073
H  -7.46581  6.42490  -1.60001
H  -7.55993  7.50854  -2.99553
C  1.59918  -6.64606  -1.03021
O  2.31519  -5.99206  -2.07171
C  3.47929  -6.58238  -2.39011
O  3.92850  -7.57322  -1.87785
O  4.04561  -5.87630  -3.37096
C  5.30265  -6.39257  -3.81567
H  0.68023  -6.08489  -0.85827
H  1.33370  -7.66252  -1.32311
H  2.18147  -6.65056  -0.10657
H  5.18419  -7.39828  -4.21954
H  6.02991  -6.38728  -3.00331
H  5.66344  -5.74057  -4.60885

**Largest force on an atom**: 0.0996 hartree/bohr
**LUMO level**: -4.88 eV
**Charge**: +1
**Energy**: -2319.76349 a.u.
**Kohn-Sham gap**: 6.9 eV
**E_HOMO**: -11.74 eV


[5]
C4H12OS | ωB97M-V/def2-TZVPD

Positions of all 18 atoms, in Å:
C  0.95111  1.91926  1.26446
C  2.08067  1.42462  0.30007
O  1.54887  1.56589  -1.09362
H  0.61254  2.81548  0.79330
H  1.55495  1.82714  2.12160
H  0.14931  1.17100  1.31784
H  2.87657  2.19028  0.33077
H  2.43244  0.45216  0.51684
H  2.31631  1.79757  -1.59358
C  -1.97935  -2.06350  -1.17176
C  -1.09473  -1.10916  -0.31464
S  -1.25563  -1.38269  1.45183
H  -1.37109  -2.95843  -1.37974
H  -2.91826  -2.22853  -0.73933
H  -2.37498  -1.57959  -2.02477
H  -1.40893  -0.07578  -0.55400
H  -0.08537  -1.28701  -0.63531
H  -2.03443  -2.47873  1.41003

**Energy relative to the best compared isomer or geometry (same formula, charge and spin)**: 1.6259 eV
**Largest force on an atom**: 0.0759 hartree/bohr
**SMILES**: CCO.CCS
**LUMO level**: 0.95 eV
**Energy**: -632.96734 a.u.
**Kohn-Sham gap**: 9.9 eV
**E_HOMO**: -8.93 eV